[1]
Computed, not measured: C43H45CaN5P3 as an isolated structure, with the ωB97M-V functional and the def2-TZVPD basis.

Energy relative to the best compared isomer or geometry (same formula, charge and spin), kJ/mol: 0.0
Orbital gap, eV: 8.294

```
! wB97M-V def2-TZVPD RIJCOSX def2/J DEFGRID3
* xyz 3 1
Ca -0.7008 -0.9054 -0.4680
N -3.8702 -1.3205 -1.7427
P -3.4413 -0.9917 -0.1143
C -4.8322 -1.5386 0.8642
C -6.0758 -0.9093 0.7456
C -7.1484 -1.3641 1.4910
C -6.9820 -2.4339 2.3659
C -5.7492 -3.0555 2.4929
C -4.6712 -2.6096 1.7409
C -3.4604 0.8291 -0.0545
C -3.2210 1.5828 -1.2048
C -3.1847 2.9713 -1.1339
C -3.3856 3.6094 0.0810
C -3.6036 2.8623 1.2333
C -3.6256 1.4778 1.1726
C -3.0531 -1.9528 -2.6591
C -3.6094 -2.4920 -3.8284
C -2.7889 -3.1174 -4.7278
C -1.4185 -3.2237 -4.4593
C -0.9549 -2.6669 -3.3021
N -1.7360 -2.0147 -2.4061
H -4.8545 -1.2987 -1.9804
H -6.2066 -0.0602 0.0839
H -8.1120 -0.8818 1.4020
H -7.8213 -2.7799 2.9539
H -5.6272 -3.8840 3.1766
H -3.7107 -3.1033 1.8325
H -3.1235 1.0927 -2.1678
H -3.0382 3.5531 -2.0345
H -3.3823 4.6901 0.1313
H -3.7752 3.3624 2.1770
H -3.8276 0.9053 2.0712
H -4.6750 -2.4216 -3.9990
H -3.2041 -3.5408 -5.6328
H -0.7491 -3.7356 -5.1342
H 0.0923 -2.7323 -3.0378
N 1.4031 0.8095 1.5892
P 0.5250 1.6161 0.3414
C 1.7808 2.2791 -0.7910
C 3.0247 2.7288 -0.3487
C 3.9150 3.2976 -1.2469
C 3.5668 3.4334 -2.5894
C 2.3229 3.0057 -3.0343
C 1.4331 2.4291 -2.1332
C -0.0649 3.0809 1.2306
C -0.5172 2.9551 2.5447
C -0.9547 4.0699 3.2438
C -0.9673 5.3124 2.6256
C -0.5461 5.4369 1.3081
C -0.0979 4.3269 0.6079
P 1.2788 -0.9014 1.7152
C 1.6269 -1.2445 3.4513
C 1.4663 -2.5672 3.8675
C 1.7441 -2.9220 5.1769
C 2.1664 -1.9561 6.0814
C 2.3240 -0.6407 5.6735
C 2.0576 -0.2801 4.3595
C 2.8006 -1.5233 0.8898
C 3.9951 -0.8034 0.9072
C 5.1400 -1.3364 0.3297
C 5.1013 -2.6037 -0.2540
C 3.9145 -3.3302 -0.2726
C 2.7675 -2.7821 0.2935
H 1.3860 1.3067 2.4732
H 3.2924 2.6443 0.6978
H 4.8713 3.6647 -0.8986
H 4.2574 3.8995 -3.2799
H 2.0344 3.1486 -4.0673
H 0.4422 2.1376 -2.4744
H -0.5539 1.9883 3.0367
H -1.2878 3.9670 4.2678
H -1.3044 6.1836 3.1707
H -0.5540 6.4056 0.8269
H 0.2354 4.4459 -0.4155
H 1.1248 -3.3275 3.1734
H 1.6257 -3.9488 5.4943
H 2.3699 -2.2298 7.1076
H 2.6603 0.1095 6.3761
H 2.2204 0.7509 4.0734
H 4.0330 0.1651 1.3908
H 6.0731 -0.7889 0.3783
H 6.0141 -3.0480 -0.6351
H 3.8911 -4.3315 -0.6824
H 1.8549 -3.3715 0.3074
N 4.8163 -1.4093 -3.2671
C 3.6468 -0.6550 -3.8695
C 2.3109 -1.2712 -3.4627
N 1.8191 -0.8308 -2.1572
H 5.7051 -0.9357 -3.4541
H 4.8900 -2.3533 -3.6572
H 4.7253 -1.5086 -2.2419
H 3.7924 -0.6679 -4.9480
H 3.7346 0.3720 -3.5131
H 2.3843 -2.3627 -3.4625
H 1.5870 -1.0162 -4.2364
H 1.7804 0.1887 -2.1410
H 2.4429 -1.1132 -1.4055
*
```

[2]
Computed, not measured: C8H18IN9O2Ru as an isolated structure at a distorted geometry, with the ωB97M-V functional and the def2-TZVPD basis.

Energy relative to the best compared isomer or geometry (same formula, charge and spin), kJ/mol: 95.1
Orbital gap (spin up / spin down), eV: 4.668 / 5.077

```
! wB97M-V def2-TZVPD RIJCOSX def2/J DEFGRID3
* xyz 2 1
Ru -0.0528 0.2873 -2.1604
N 0.3114 -0.3530 -0.1542
C 1.3768 0.4994 0.4328
C 2.0425 -0.0705 1.6782
C 1.4771 0.3977 3.0200
C 0.1072 -0.1383 3.4271
N -0.9842 0.5816 2.7401
C -2.2812 0.3150 2.9662
N -3.2172 1.0955 2.4353
N -2.6287 -0.7471 3.6814
C 2.3645 0.7753 -0.7115
O 3.5490 0.8066 -0.5893
O 1.7372 0.9530 -1.8874
H -0.5321 -0.3471 0.4136
H 0.6612 -1.3098 -0.2015
H 0.9246 1.4726 0.6504
H 3.0923 0.2230 1.6317
H 2.0382 -1.1642 1.6280
H 1.4671 1.4923 3.0631
H 2.1746 0.0895 3.7991
H -0.0134 -0.0291 4.5078
H 0.0312 -1.1995 3.1765
H -0.7814 1.5433 2.5048
H -2.9805 1.8460 1.8081
H -4.1911 0.9743 2.6603
H -1.9488 -1.2649 4.2122
H -3.5964 -0.9995 3.8017
N -0.3242 0.9808 -3.9715
C -0.5186 1.3812 -5.0386
N -0.8369 1.9295 -6.1566
C -0.8603 1.2918 -7.2829
N -0.8888 0.7859 -8.3361
N 1.5279 -2.1428 -2.1470
N 0.3498 -1.6191 -2.7900
H 2.3178 -1.5753 -2.4444
H 1.6871 -3.0956 -2.4660
H -0.4364 -2.2142 -2.5304
H 0.4165 -1.6469 -3.8089
I -2.5814 0.1952 -1.5618
*
```

[3]
Computed, not measured: the molecule C6H11BrO4 at a distorted geometry, with the ωB97M-V functional and the def2-TZVPD basis.

Energy relative to the best compared isomer or geometry (same formula, charge and spin), kJ/mol: 73.8
Orbital gap, eV: 10.337
Structure (SMILES): C[C@]1(O)O[C@@H](CO)[C@H](O)[C@H]1Br

```
! wB97M-V def2-TZVPD RIJCOSX def2/J DEFGRID3
* xyz 0 1
C 1.5034 1.7351 1.0690
C 0.9346 0.5061 0.3757
O 2.0102 -0.2595 -0.1387
O -0.0059 0.8073 -0.6617
C -1.1149 -0.1845 -0.7431
C -0.6732 -1.3483 -1.7060
O -0.2036 -0.7340 -2.8729
C -1.3744 -0.5675 0.6618
O -2.2520 0.1624 1.4667
C 0.0189 -0.4532 1.3188
Br 0.9962 -2.0879 1.5657
H 1.9266 2.3237 0.2727
H 2.0924 1.3942 1.7862
H 0.6609 2.4752 1.5027
H 2.2425 0.1575 -0.9203
H -1.8493 0.2358 -1.3120
H -1.5928 -1.8789 -1.8819
H 0.1961 -1.8271 -1.2550
H 0.0882 0.1594 -2.7711
H -1.5735 -1.6126 0.8065
H -2.1281 1.0591 1.0492
H 0.0976 -0.0622 2.3878
*
```

[4]
Computed, not measured: C25H33EuO2Se as an isolated structure at a distorted geometry, with the ωB97M-V functional and the def2-TZVPD basis.

Orbital gap (spin up / spin down), eV: 6.697 / 6.723

```
! wB97M-V def2-TZVPD RIJCOSX def2/J DEFGRID3
* xyz 0 7
O 0.3556 0.0724 -5.9373
C 0.1568 1.3767 -6.5223
C -0.0876 0.7843 -7.9057
H 1.0456 2.0043 -6.4255
H -0.6919 1.8977 -6.0735
C 0.1306 -0.5851 -7.2324
H 0.6505 1.0422 -8.6610
H -1.0847 0.9384 -8.3102
C 1.3680 -1.3309 -7.6701
H 2.2336 -0.6712 -7.6781
H 1.2377 -1.7408 -8.6722
H 1.5768 -2.1559 -6.9900
C -1.0870 -1.4756 -7.1691
H -1.9568 -0.9162 -6.8305
H -0.9214 -2.2983 -6.4745
H -1.3090 -1.8976 -8.1499
Eu -0.2062 -0.2512 2.0769
C -2.1641 -0.7419 3.3225
C -1.8664 0.6207 3.4964
C -2.0428 1.2583 2.2463
H -1.5323 1.0949 4.4021
C -2.4520 0.2883 1.3151
C -2.5092 -0.9543 1.9667
H -2.7642 -1.8992 1.5166
H -2.1241 -1.4942 4.0902
H -1.8472 2.2953 2.0439
H -2.6400 0.4614 0.2690
C 0.8997 -1.6904 3.6260
C 0.1295 -2.4878 2.7468
C 0.6590 -2.3541 1.4487
H -0.7160 -3.0949 3.0166
C 1.7776 -1.4898 1.5362
C 1.9272 -1.0964 2.8735
H 2.6440 -0.3863 3.2409
H 0.7284 -1.5537 4.6803
H 0.3012 -2.8565 0.5665
H 2.3770 -1.1391 0.7138
O 0.1190 0.3478 -0.0654
C -0.2523 -0.5323 -1.1485
C -0.5641 0.3712 -2.3240
H -1.0936 -1.1391 -0.8232
H 0.5914 -1.1920 -1.3576
C 0.3608 1.5545 -2.0704
H -1.6058 0.6908 -2.2920
H -0.3915 -0.1216 -3.2780
C 0.2920 1.7016 -0.5667
H 0.0493 2.4614 -2.5835
H 1.3770 1.3190 -2.3861
H -0.5674 2.2942 -0.2516
H 1.1778 2.1112 -0.0978
Se 1.0241 1.8166 3.8285
C 0.8878 1.2940 5.7284
C 0.0282 0.3049 6.2624
C -0.0004 0.0404 7.6344
C 0.8198 0.7552 8.5022
C 1.6740 1.7361 7.9972
C 1.7060 2.0018 6.6230
H -0.6326 -0.2818 5.6595
H -0.6660 -0.7204 8.0239
H 0.7915 0.5495 9.5650
H 2.3084 2.2932 8.6733
H 2.3717 2.7716 6.2529
*
```

[5]
Computed, not measured: C45H48CoOP4 as an isolated structure, with the ωB97M-V functional and the def2-TZVPD basis.

Orbital gap (spin up / spin down), eV: 6.809 / 7.943

```
! wB97M-V def2-TZVPD RIJCOSX def2/J DEFGRID3
* xyz 2 2
Co -0.4602 0.0722 1.2296
C -0.7492 3.3030 3.0692
P -1.3650 1.6309 2.7500
C -3.1628 1.8421 2.5351
C -1.2773 0.9245 4.4257
C -1.7831 -0.4981 4.3186
P -0.7140 -1.3473 3.1120
C -1.5041 -2.9773 3.1025
C 0.8244 -1.5553 4.0654
H 0.3101 3.2791 3.3205
H -1.3157 3.6929 3.9175
H -0.9016 3.9585 2.2206
H -3.6138 2.0613 3.5045
H -3.6259 0.9478 2.1194
H -3.3604 2.6713 1.8590
H -1.8722 1.5410 5.1019
H -0.2434 0.9575 4.7778
H -2.8165 -0.5281 3.9650
H -1.7469 -1.0380 5.2664
H -1.5777 -3.3077 4.1407
H -0.9356 -3.7060 2.5459
H -2.5037 -2.9073 2.6737
H 0.5733 -1.6644 5.1219
H 1.4928 -0.7038 3.9414
H 1.3488 -2.4489 3.7347
C 0.7005 -0.4198 -5.9548
C 1.5871 -0.1181 -4.7369
C 3.0316 0.1283 -5.1993
C 1.5631 -1.3091 -3.7810
C 2.0344 -2.5686 -4.1385
C 2.0358 -3.6318 -3.2430
C 1.5513 -3.4634 -1.9548
C 1.0370 -2.2278 -1.5715
P 0.2996 -1.9259 0.0734
C -1.3138 -2.7528 -0.0589
C -1.5015 -4.0801 -0.4404
C -2.7802 -4.6076 -0.5385
C -3.8894 -3.8118 -0.2796
C -3.7190 -2.4791 0.0664
C -2.4369 -1.9609 0.1733
C 1.5108 -2.8870 1.0289
C 1.4074 -4.2260 1.3944
C 2.4592 -4.8589 2.0455
C 3.6349 -4.1703 2.3061
C 3.7645 -2.8465 1.9062
C 2.7090 -2.2117 1.2735
C 1.0722 -1.1993 -2.4925
O 0.5836 -0.0471 -1.9811
C 0.6261 1.0899 -2.7154
C 0.1846 2.1832 -1.9991
C 0.1472 3.4150 -2.6441
C 0.5658 3.5069 -3.9627
C 1.0238 2.3796 -4.6351
C 1.0695 1.1296 -4.0245
P -0.2510 1.9827 -0.2348
C -1.7927 2.9428 -0.2503
C -1.9731 4.2985 0.0105
C -3.2252 4.8807 -0.1432
C -4.2989 4.1261 -0.5917
C -4.1211 2.7821 -0.8935
C -2.8788 2.1967 -0.7171
C 1.1988 2.7489 0.5580
C 1.5151 4.0979 0.6929
C 2.7123 4.4808 1.2796
C 3.6158 3.5269 1.7284
C 3.3250 2.1793 1.5764
C 2.1260 1.7969 0.9933
H 1.0588 -1.3052 -6.4804
H 0.7223 0.4126 -6.6586
H -0.3349 -0.5916 -5.6587
H 3.4174 -0.7415 -5.7310
H 3.6887 0.3334 -4.3535
H 3.0775 0.9760 -5.8830
H 2.4271 -2.7232 -5.1358
H 2.4294 -4.5908 -3.5493
H 1.5926 -4.2895 -1.2560
H -0.6561 -4.7093 -0.6875
H -2.9122 -5.6406 -0.8307
H -4.8848 -4.2267 -0.3634
H -4.5793 -1.8470 0.2449
H -2.3360 -0.9021 0.4260
H 0.5148 -4.7962 1.1727
H 2.3634 -5.8977 2.3322
H 4.4557 -4.6699 2.8028
H 4.6879 -2.3124 2.0864
H 2.8260 -1.1797 0.9579
H -0.2065 4.3010 -2.1312
H 0.5396 4.4609 -4.4703
H 1.3522 2.4798 -5.6621
H -1.1532 4.9227 0.3331
H -3.3537 5.9325 0.0751
H -5.2684 4.5883 -0.7201
H -4.9486 2.1936 -1.2667
H -2.7475 1.1480 -0.9679
H 0.8505 4.8703 0.3351
H 2.9439 5.5331 1.3769
H 4.5495 3.8346 2.1792
H 4.0342 1.4286 1.9005
H 1.9189 0.7391 0.8401
*
```

[6]
Computed, not measured: the molecule C5H8N2, with the ωB97M-V functional and the def2-TZVPD basis.

Energy relative to the best compared isomer or geometry (same formula, charge and spin), kJ/mol: 298.2
Orbital gap, eV: 8.091

```
! wB97M-V def2-TZVPD RIJCOSX def2/J DEFGRID3
* xyz 0 1
C 0.9345 -1.5857 -0.7529
C 1.5698 0.3566 -0.0851
C 0.8375 -0.7315 0.5979
N -0.5063 -0.2358 0.9370
C -0.6494 0.9402 0.2898
N -1.8067 1.6686 0.3929
C 0.5243 1.2446 -0.4061
H 1.1703 -1.0415 -1.6806
H 1.7412 -2.3070 -0.6251
H -0.0329 -2.0610 -0.8834
H 1.2414 -1.3372 1.4155
H -1.0791 -0.5256 1.7183
H -1.8875 2.4171 -0.2805
H -2.6615 1.1371 0.4763
H 0.6043 2.0611 -1.1140
*
```

[7]
Computed, not measured: the molecule C10H19PSi at a distorted geometry, with the ωB97M-V functional and the def2-TZVPD basis.

Energy relative to the best compared isomer or geometry (same formula, charge and spin), kJ/mol: 0.0
Orbital gap, eV: 8.432
Structure (SMILES): [H]/P=C1/C([Si](C)(C)C)=CCC1(C)C

```
! wB97M-V def2-TZVPD RIJCOSX def2/J DEFGRID3
* xyz 0 1
H -1.8546 -1.7469 2.1760
P -1.3921 -0.3950 1.7829
C -0.2537 -0.7473 0.6543
C 0.2745 0.2010 -0.3892
Si -0.0766 2.0821 -0.2809
C 0.8106 3.0765 -1.5752
C 0.4679 2.7165 1.5206
C -1.9805 2.3191 -0.6975
C 0.8752 -0.4954 -1.4003
C 0.9697 -1.8965 -1.0792
C 0.2269 -2.1504 0.1984
C -0.9390 -3.1854 0.0408
C 1.0976 -2.6469 1.3529
H 0.7338 2.5194 -2.5759
H 0.3744 4.0996 -1.7504
H 1.8159 3.3814 -1.2257
H 0.5607 3.8973 1.5214
H -0.2777 2.7079 2.3666
H 1.3256 2.0870 1.8153
H -2.1751 2.4787 -1.7452
H -2.4522 1.3714 -0.4223
H -2.2750 3.2721 -0.2103
H 1.2512 -0.0902 -2.3027
H 0.4276 -2.4829 -1.8480
H 2.0400 -2.2648 -0.9048
H -0.4465 -4.1769 -0.2561
H -1.7118 -2.6492 -0.6150
H -1.3742 -3.2010 1.0770
H 0.5629 -2.6680 2.2238
H 1.8894 -1.8662 1.4514
H 1.5052 -3.5469 1.0972
*
```

[8]
Computed, not measured: a 2-piece molecular cluster, H3NO2S overall at a distorted geometry, with the ωB97M-V functional and the def2-TZVPD basis.

Energy relative to the best compared isomer or geometry (same formula, charge and spin), kJ/mol: 370.0
Orbital gap (spin up / spin down), eV: 7.749 / 7.667
Structure (SMILES): O=S.NO

```
! wB97M-V def2-TZVPD RIJCOSX def2/J DEFGRID3
* xyz 0 1
O 3.5005 -0.9885 0.2992
S 3.3900 0.3753 -0.2250
N 0.0133 0.1992 0.2744
O -0.7734 -0.3600 -0.7881
H -0.3716 0.1780 1.1464
H -0.0753 1.1177 -0.0908
H -0.6003 -1.3235 -0.8956
*
```

[9]
Computed, not measured: a 3-piece molecular cluster, C14H15Cl4INO2P overall at a distorted geometry, with the ωB97M-V functional and the def2-TZVPD basis.

Orbital gap, eV: 7.303
Structure (SMILES): N=[PH2]c1ccc2c(c1I)C(=O)C=CC2=O.ClCCCl.ClCCCl

```
! wB97M-V def2-TZVPD RIJCOSX def2/J DEFGRID3
* xyz 0 1
N 4.5605 -3.4461 5.9295
P 3.1013 -4.0602 5.6754
C 2.1506 -2.8629 4.6190
C 1.0479 -2.0623 5.1726
C 0.3209 -1.0849 4.3458
C 0.7334 -0.9457 2.9533
C 1.8445 -1.7360 2.3742
C 2.5504 -2.7054 3.2053
I 4.1574 -3.9047 2.4247
C 2.2230 -1.4621 0.8751
O 2.5699 -2.3168 0.1026
C 2.0648 0.0305 0.4353
C 1.0155 0.7466 0.9531
C 0.0429 0.0784 1.9847
O -1.1410 0.3050 2.0097
H 4.7112 -3.3118 6.9320
H 3.2942 -5.3226 5.0477
H 2.4939 -4.2570 6.9531
H 0.7640 -2.1739 6.2504
H -0.5079 -0.4550 4.7532
H 2.7558 0.5410 -0.2667
H 0.8785 1.8132 0.6849
Cl 0.6456 1.0138 -4.9498
C -0.7396 1.3862 -3.8916
C -0.3142 2.0877 -2.6214
Cl 0.6170 1.0183 -1.5318
H -1.2626 0.4539 -3.6786
H -1.4090 2.0288 -4.4617
H -1.1952 2.4118 -2.0657
H 0.2962 2.9650 -2.8346
Cl -3.7163 2.4957 -7.6137
C -5.1019 2.8683 -6.5588
C -4.6783 3.5709 -5.2895
Cl -3.7512 2.4997 -4.2073
H -5.6250 1.9368 -6.3452
H -5.7713 3.5122 -7.1302
H -5.5586 3.8959 -4.7342
H -4.0671 4.4475 -5.5010
*
```

[10]
Computed, not measured: a 2-piece molecular cluster, C4H12 overall at a distorted geometry, with the ωB97M-V functional and the def2-TZVPD basis.

Energy relative to the best compared isomer or geometry (same formula, charge and spin), kJ/mol: 38.3
Orbital gap, eV: 12.566
Structure (SMILES): CC.CC

```
! wB97M-V def2-TZVPD RIJCOSX def2/J DEFGRID3
* xyz 0 1
C 0.9156 1.6503 -0.8143
C 0.7826 0.4326 -1.6913
H 0.2495 2.4528 -1.1223
H 0.6564 1.4660 0.2336
H 1.9573 1.9618 -0.7730
H 1.2057 -0.4566 -1.2200
H 1.2960 0.4151 -2.6575
H -0.2204 0.0734 -1.9346
C -1.5709 -0.7431 1.2238
C -0.0938 -1.1601 1.2911
H -2.1734 -1.0140 2.0976
H -1.6492 0.3166 0.9838
H -2.0731 -1.3928 0.5169
H -0.0450 -2.1256 1.7778
H 0.5571 -0.4677 1.8075
H 0.2055 -1.4088 0.2808
*
```

[11]
Computed, not measured: the molecule C16H15N5O5 at a distorted geometry, with the ωB97M-V functional and the def2-TZVPD basis.

Energy relative to the best compared isomer or geometry (same formula, charge and spin), kJ/mol: 1053.4
Orbital gap, eV: 3.544

```
! wB97M-V def2-TZVPD RIJCOSX def2/J DEFGRID3
* xyz 0 1
O 0.0486 1.1273 4.2191
O 0.7050 -2.9650 4.2461
O -1.2754 2.7671 3.5129
N -0.6856 3.5773 1.0113
O -0.7013 4.0643 -0.3100
O 1.4955 0.5433 -4.8506
C -2.5221 -3.7300 3.0240
C -2.7716 -2.6663 2.0314
C -1.2995 -3.8453 3.7804
C -1.7001 -1.8536 1.8778
C 0.9636 -0.0437 0.3563
C -0.2738 -2.9625 3.4379
C -0.4521 -1.9329 2.5138
C 0.3953 0.1526 1.6279
C -0.1819 1.4274 1.9244
C 0.7404 0.7997 -0.7199
C -0.3098 2.3294 0.9026
C 0.1552 1.9906 -0.4221
N 0.5383 -0.9262 2.4878
N 1.0214 0.5238 -2.0748
N -0.5193 1.7921 3.2825
N -0.1210 3.0390 -1.1377
C 2.0281 1.6275 -4.0997
C 0.2250 0.1980 -4.3840
C 2.2460 1.0917 -2.6459
C 0.4063 -0.4701 -2.9779
H -3.3717 -4.4112 3.2261
H -3.6527 -2.5828 1.4251
H -1.0412 -4.4726 4.5924
H -1.7537 -1.0828 1.0994
H 1.3851 -0.9676 0.1205
H 0.8903 -0.5344 3.3383
H -0.2582 3.1167 -2.1325
H 1.3161 2.4525 -3.9977
H 3.0224 1.9899 -4.4396
H -0.4649 1.0715 -4.3669
H -0.3391 -0.4612 -5.0599
H 3.0665 0.4249 -2.6941
H 2.6749 1.9220 -1.9281
H 0.9665 -1.3584 -3.1166
H -0.5957 -0.7621 -2.6801
*
```